1:
Formula: C4H16O4
Source: the OMol25 dataset
Level of theory: ωB97M-V with the def2-TZVPD basis set

XYZ file:
```
24
C4H16O4 ωB97M-V with the def2-TZVPD basis set
C 0.484 0.890 2.609
C 0.744 1.512 1.136
C 0.246 0.581 0.054
C 0.436 1.392 -1.265
O -0.255 0.899 -2.368
H -0.593 0.515 2.620
H 0.616 1.654 3.374
H 1.120 0.081 2.809
H 0.243 2.525 1.087
H 1.891 1.656 1.144
H 0.930 -0.308 0.041
H -0.815 0.275 0.168
H 1.597 1.395 -1.308
H 0.136 2.475 -1.256
H 0.240 0.127 -2.687
O 1.065 -1.453 -2.259
H 1.294 -1.719 -1.343
H 0.171 -1.681 -2.270
O -1.549 -1.412 1.239
H -1.676 -2.304 1.320
H -0.746 -1.168 1.731
O -1.541 -1.954 -1.738
H -1.825 -1.470 -0.886
H -2.212 -2.512 -1.953
```

The SMILES is CCCCO.O.O.O. As for the spin multiplicity: 1. The calculation puts the HOMO energy at -9.37 eV. As for the molar mass: 128.17 Da.

Mulliken population analysis, charges in e, atoms 1 to 6:
1. C -1.351
2. C -0.266
3. C -0.157
4. C -0.551
5. O -0.560
6. H 0.294

2:
Formula: C4H16O4
Source: the OMol25 dataset
Level of theory: ωB97M-V with the def2-TZVPD basis set

XYZ file:
```
24
C4H16O4 ωB97M-V with the def2-TZVPD basis set
C 3.154 2.166 -1.270
O 2.363 2.950 -0.364
H 2.482 1.426 -1.693
H 3.548 2.787 -2.082
H 4.018 1.775 -0.728
H 2.901 3.362 0.311
C -0.383 0.632 0.547
O -1.364 -0.224 -0.075
H -0.836 1.563 0.881
H 0.105 0.109 1.372
H 0.345 0.770 -0.248
H -1.974 -0.510 0.614
C 2.501 -2.226 1.784
O 3.415 -2.762 2.730
H 2.709 -1.174 1.559
H 2.600 -2.752 0.829
H 1.497 -2.339 2.178
H 4.269 -2.886 2.312
C -5.058 -0.684 -1.217
O -6.140 0.028 -1.815
H -5.452 -1.156 -0.319
H -4.674 -1.490 -1.848
H -4.255 0.017 -0.984
H -5.771 0.618 -2.477
```

The SMILES is CO.CO.CO.CO. As for the spin multiplicity: 1. The calculation puts the HOMO energy at -10.27 eV. As for the molar mass: 128.17 Da.

Mulliken population analysis, charges in e, atoms 1 to 6:
1. C -0.473
2. O -0.495
3. H 0.180
4. H 0.252
5. H 0.254
6. H 0.289

Stability check: which of them is least stable? 2.

1:
Formula: C4H7FN2O
Source: the OMol25 dataset
Level of theory: ωB97M-V with the def2-TZVPD basis set

XYZ file:
```
15
C4H7FN2O ωB97M-V with the def2-TZVPD basis set
O -2.559 -0.247 -0.271
C -1.400 0.033 -0.415
C -0.269 -0.816 -1.044
C 0.852 -1.303 0.172
N 1.442 -0.055 0.715
N 0.441 0.821 1.315
C -0.721 1.279 0.247
F -1.578 2.124 0.830
H -0.809 -1.779 -1.264
H -0.007 -0.347 -1.990
H 0.246 -1.680 0.967
H 1.706 -1.940 -0.334
H 1.898 0.403 -0.116
H 0.929 1.624 1.623
H -0.171 1.884 -0.436
```

The SMILES is O=C1CCNN[C@@H]1F. As for the spin multiplicity: 1. The calculation puts the HOMO energy at -9.18 eV. As for the molar mass: 118.11 Da.

Mulliken population analysis, charges in e, atoms 1 to 6:
1. O -0.522
2. C 0.525
3. C -0.742
4. C -0.458
5. N -0.379
6. N -0.411

2:
Formula: C4H7FN2O
Source: the OMol25 dataset
Level of theory: ωB97M-V with the def2-TZVPD basis set

XYZ file:
```
15
C4H7FN2O ωB97M-V with the def2-TZVPD basis set
H -1.284 -0.485 1.461
N -2.136 -0.879 1.010
C -2.309 -0.369 -0.129
N -1.515 0.530 -0.821
C -0.379 1.177 -0.263
C 0.712 0.516 0.094
F 1.719 1.193 0.681
C 1.027 -0.948 -0.036
O 2.309 -1.140 -0.587
H -3.189 -0.666 -0.696
H -1.923 0.946 -1.641
H -0.458 2.247 -0.087
H 0.317 -1.398 -0.724
H 0.905 -1.438 0.933
H 2.938 -0.638 0.002
```

The SMILES is [H]/N=C\N/C=C(/F)CO. As for the spin multiplicity: 1. The calculation puts the HOMO energy at -9.23 eV. As for the molar mass: 118.11 Da.

Mulliken population analysis, charges in e, atoms 1 to 6:
1. H 0.262
2. N -0.680
3. C 0.043
4. N -0.205
5. C -0.411
6. C 0.387

Stability check: which of them is least stable? 1.

1:
Formula: C3H12O5
Source: the OMol25 dataset
Level of theory: ωB97M-V with the def2-TZVPD basis set

XYZ file:
```
20
C3H12O5 ωB97M-V with the def2-TZVPD basis set
H -0.378 0.452 1.282
O -1.295 1.223 1.739
O 0.470 -0.305 1.017
H -1.608 1.790 0.990
H -1.967 0.532 1.931
C 0.728 -0.179 -0.263
O 0.081 0.562 -0.994
C 1.961 -1.017 -0.641
H 2.813 -0.456 -0.227
H 1.867 -1.968 -0.119
C 2.005 -1.100 -2.143
H 1.520 -0.309 -2.719
H 3.039 -0.983 -2.472
H 1.602 -2.017 -2.533
O -1.349 2.637 -0.525
H -0.628 1.976 -0.732
H -1.742 2.893 -1.374
O -2.682 -0.942 2.605
H -2.603 -1.767 2.103
H -1.832 -1.021 3.076
```

As for the spin multiplicity: 1. The calculation puts the HOMO energy at -10.24 eV. As for the molar mass: 128.12 Da.

Mulliken population analysis, charges in e, atoms 1 to 6:
1. H 0.407
2. O -0.616
3. O -0.612
4. H 0.448
5. H 0.441
6. C 0.627

2:
Formula: C3H12O5
Source: the OMol25 dataset
Level of theory: ωB97M-V with the def2-TZVPD basis set

XYZ file:
```
20
C3H12O5 ωB97M-V with the def2-TZVPD basis set
C 1.312 -3.143 2.317
C 0.931 -3.359 0.837
C -0.461 -2.779 0.617
O -1.007 -1.837 1.109
O -1.043 -3.415 -0.445
H 1.612 -2.113 2.543
H 2.109 -3.834 2.558
H 0.411 -3.153 2.923
H 1.490 -2.819 0.069
H 1.058 -4.420 0.642
H -1.690 -2.857 -0.904
O 3.534 1.525 -1.896
H 3.262 1.511 -0.983
H 2.702 1.232 -2.270
O -2.420 5.973 -2.656
H -2.869 6.337 -1.885
H -2.210 5.131 -2.283
O -2.363 4.314 -0.169
H -2.628 3.585 -0.677
H -1.730 4.121 0.552
```

The SMILES is CCC(=O)O.O.O.O. As for the spin multiplicity: 1. The calculation puts the HOMO energy at -10.90 eV. As for the molar mass: 128.12 Da.

Mulliken population analysis, charges in e, atoms 1 to 6:
1. C -1.023
2. C -0.194
3. C 0.463
4. O -0.546
5. O -0.466
6. H 0.277

Stability check: which of them is least stable? 2.

1:
Formula: C16H18N2O3S
Source: the OMol25 dataset
Level of theory: ωB97M-V with the def2-TZVPD basis set

XYZ file:
```
40
C16H18N2O3S ωB97M-V with the def2-TZVPD basis set
C -1.032 -1.468 2.303
C -0.380 -0.315 3.053
C 0.904 0.161 2.374
C 0.693 1.090 1.213
C 1.746 1.733 0.636
C 1.558 2.658 -0.446
O 2.401 3.275 -1.060
N 0.198 2.821 -0.777
C -0.782 2.128 -0.165
S -2.419 2.451 -0.716
C -3.217 0.928 -0.153
C -2.692 -0.296 -0.884
O -3.027 -1.414 -0.601
O -1.844 0.035 -1.846
C -1.138 -1.015 -2.525
C 0.246 -1.117 -1.942
C 0.534 -2.072 -0.976
C 1.792 -2.121 -0.403
C 2.765 -1.212 -0.781
C 2.480 -0.251 -1.737
C 1.224 -0.204 -2.314
N -0.586 1.282 0.788
H -1.235 -1.184 1.276
H -0.376 -2.336 2.295
H -1.970 -1.753 2.773
H -0.141 -0.640 4.068
H -1.076 0.521 3.123
H 1.533 0.685 3.099
H 1.472 -0.703 2.019
H 2.755 1.572 0.976
H -0.022 3.473 -1.521
H -4.287 1.038 -0.332
H -3.034 0.807 0.915
H -1.694 -1.950 -2.405
H -1.110 -0.720 -3.576
H -0.229 -2.776 -0.676
H 2.013 -2.874 0.340
H 3.746 -1.250 -0.331
H 3.231 0.467 -2.028
H 1.000 0.546 -3.059
```

The SMILES is CCCc1cc(=O)[nH]c(SCC(=O)OCc2ccccc2)n1. As for the spin multiplicity: 1. The calculation puts the HOMO energy at -8.63 eV. As for the molar mass: 318.40 Da.

Mulliken population analysis, charges in e, atoms 1 to 6:
1. C -0.654
2. C -0.648
3. C -0.607
4. C 0.737
5. C -0.602
6. C -0.069

2:
Formula: C16H18N2O3S
Source: the OMol25 dataset
Level of theory: ωB97M-V with the def2-TZVPD basis set

XYZ file:
```
40
C16H18N2O3S ωB97M-V with the def2-TZVPD basis set
C 2.510 0.795 1.401
C 2.459 -0.438 2.072
C 2.841 -1.607 1.127
O 4.167 -1.781 0.920
C 2.166 -2.573 0.556
C 2.551 -3.948 0.474
C 1.753 -4.952 0.114
C 0.346 -4.709 -0.444
C -0.157 -3.471 -0.175
C 0.651 -2.334 0.403
O 0.034 -1.270 0.646
C -1.082 -0.847 0.101
C -1.209 -0.520 -1.301
S 0.193 0.877 -1.762
C -0.747 2.217 -1.299
N -2.082 2.159 -0.984
C -2.677 3.241 -0.454
C -3.820 3.181 0.063
C -2.012 4.456 -0.848
C -0.823 4.500 -1.194
O -0.252 5.600 -1.558
N -0.225 3.322 -1.468
H 2.187 1.579 2.231
H 1.832 0.675 0.502
H 3.474 0.762 1.035
H 3.022 -0.573 2.918
H 1.551 -0.755 2.321
H 3.585 -4.125 0.607
H 2.177 -5.891 -0.274
H -0.393 -5.428 -0.702
H -1.158 -3.246 -0.402
H -1.069 0.355 0.620
H -1.959 -1.438 0.425
H -2.043 -0.171 -1.742
H -0.803 -1.441 -1.704
H -4.046 2.420 0.846
H -4.395 3.994 0.409
H -4.609 2.612 -0.616
H -2.635 5.473 -0.553
H 0.694 3.300 -2.311
```

The SMILES is CCC(=O)c1ccccc1OCCSc1nc(C)cc(=O)[nH]1. As for the spin multiplicity: 1. The calculation puts the HOMO energy at -8.30 eV. As for the molar mass: 318.40 Da.

Mulliken population analysis, charges in e, atoms 1 to 6:
1. C -0.658
2. C -1.047
3. C 0.321
4. O -0.678
5. C 0.615
6. C -0.524

Stability check: which of them is least stable? 2.